No. 1
Below is one molecule with the formula C7H5P in a non-equilibrium geometry, with properties calculated with ωB97M-V/def2-TZVPD.

Results
Kohn-Sham gap (alpha / beta) = 6.8 / 6.8 eV
SMILES string = C1=CC2=CC=PC2=C1

Each line ends with the natural charge from an NBO analysis.
CARTESIAN COORDINATES (ANGSTROEM)
P: -2.297 0.566 0.110  0.772
C: -0.556 0.897 0.112  -0.386
C: 1.717 1.056 0.043  -0.207
C: 0.457 1.765 0.020  -0.176
C: 1.565 -0.260 -0.009  -0.209
C: -2.128 -1.001 0.025  -0.713
C: 0.195 -0.661 0.075  -0.038
C: -0.752 -1.562 0.098  -0.178
H: 2.719 1.571 -0.164  0.219
H: -0.577 -2.670 -0.089  0.222
H: 2.309 -0.974 -0.219  0.217
H: 0.443 2.878 0.075  0.225
H: -3.095 -1.603 -0.076  0.252


No. 2
Below is a 2-piece molecular cluster, C4H12N2O2 overall in a non-equilibrium geometry, with properties calculated with ωB97M-V/def2-TZVPD.

Results
Kohn-Sham gap = 7.2 eV

Each line ends with the natural charge from an NBO analysis.
CARTESIAN COORDINATES (ANGSTROEM)
O: -2.225 0.010 0.140  -0.791
O: -0.396 0.712 -1.269  -0.857
N: 0.876 -0.820 0.433  -0.466
N: -0.082 -1.892 0.716  -0.646
C: -1.261 1.038 0.021  0.074
C: 2.186 -1.292 0.091  -0.030
C: -1.941 2.345 -0.250  -0.698
C: 3.269 -0.987 0.785  -0.373
H: 4.241 -1.333 0.467  0.220
H: -0.992 -1.406 0.674  0.418
H: 2.203 -1.872 -0.822  0.205
H: -0.975 0.531 -2.034  0.456
H: -2.476 2.674 0.643  0.218
H: -2.972 0.132 -0.486  0.425
H: 3.222 -0.400 1.692  0.209
H: -0.058 -2.496 -0.104  0.344
H: -2.675 2.259 -1.085  0.141
H: 0.884 -0.227 1.264  0.428
H: -1.218 3.114 -0.517  0.219
H: 0.389 -0.089 -0.358  0.504


No. 3
Below is one molecule with the formula CH3N3O3 in a non-equilibrium geometry, with properties calculated with ωB97M-V/def2-TZVPD.

Results
Kohn-Sham gap = 10.6 eV
SMILES string = O=CNN[N+](=O)[O-]

Each line ends with the natural charge from an NBO analysis.
CARTESIAN COORDINATES (ANGSTROEM)
O: 0.007 1.802 1.488  -0.556
O: 0.810 -1.681 -1.115  -0.405
O: -0.304 -2.661 0.465  -0.381
N: -0.165 0.646 -0.564  -0.471
N: 0.005 -1.728 -0.228  0.642
N: -0.648 -0.521 0.072  -0.322
C: 0.140 1.722 0.296  0.520
H: 0.548 2.546 -0.249  0.125
H: 0.563 0.468 -1.205  0.420
H: -0.957 -0.591 1.040  0.428


No. 4
Below is a 2-piece molecular cluster, C6H14N5O overall, with properties calculated with ωB97M-V/def2-TZVPD.

Results
Kohn-Sham gap = 10.3 eV
net charge = +1

Each line ends with the natural charge from an NBO analysis.
CARTESIAN COORDINATES (ANGSTROEM)
O: -2.129 -0.875 0.351  -0.403
N: -0.298 -0.169 1.567  -0.789
N: 1.898 1.179 0.997  -0.744
N: -3.141 0.810 -1.240  -0.701
N: -1.131 1.080 -0.152  -0.604
N: -1.767 2.688 -1.685  -0.823
C: -1.186 -0.024 0.604  0.836
C: -2.105 1.502 -1.100  0.573
C: 3.745 -1.583 -0.341  -0.613
C: -2.253 -2.072 1.114  -0.276
C: 2.930 -0.373 -0.693  -0.349
C: 2.457 0.465 0.163  0.434
H: 0.557 0.442 1.567  0.440
H: -0.288 -1.006 2.128  0.420
H: 3.329 -2.464 -0.824  0.233
H: 2.771 -0.188 -1.746  0.263
H: -3.064 -2.621 0.643  0.241
H: 4.763 -1.451 -0.704  0.239
H: 3.774 -1.742 0.733  0.222
H: -0.822 3.026 -1.698  0.395
H: -0.390 1.738 0.060  0.423
H: -1.341 -2.669 1.073  0.193
H: -2.521 -1.855 2.149  0.204
H: 2.392 1.987 1.362  0.407
H: -3.816 1.146 -1.913  0.365
H: -2.366 3.029 -2.418  0.415


No. 5
Below is a 3-piece molecular cluster, C3H11NO3S overall in a non-equilibrium geometry, with properties calculated with ωB97M-V/def2-TZVPD.

Results
Kohn-Sham gap = 5.6 eV
net charge = -2

Each line ends with the natural charge from an NBO analysis.
CARTESIAN COORDINATES (ANGSTROEM)
S: 2.229 -1.583 1.041  -0.778
O: -1.508 -0.057 -1.181  -0.930
O: -3.191 0.011 0.963  -1.016
O: -1.766 1.800 -2.664  -1.139
N: 1.931 1.091 0.233  -0.905
C: -0.110 -0.028 -0.906  -0.080
C: 0.721 -0.623 1.508  -0.542
C: 0.464 0.693 0.403  -0.098
H: 0.396 0.437 -1.748  0.116
H: -1.083 2.322 -2.216  0.436
H: 2.067 0.445 -0.624  0.394
H: -2.003 0.842 -2.008  0.512
H: 0.022 -1.010 -1.067  0.184
H: 0.879 -0.312 2.484  0.152
H: -0.375 1.387 0.697  0.187
H: -3.800 -0.231 0.137  0.443
H: 2.517 0.995 1.022  0.373
H: -2.365 0.006 0.371  0.517
H: -0.170 -1.482 1.689  0.174


No. 6
Below is one molecule with the formula C22H27N3O4S2 in a non-equilibrium geometry, with properties calculated with ωB97M-V/def2-TZVPD.

Results
Kohn-Sham gap = 8.6 eV
SMILES string = Cc1ccccc1OCC(=O)NC(=S)Nc1ccc(S(=O)(=O)NC2CCCCC2)cc1

Each line ends with the natural charge from an NBO analysis.
CARTESIAN COORDINATES (ANGSTROEM)
S: -2.140 0.626 2.263  -0.176
S: 4.707 1.320 0.152  2.320
O: 5.183 2.078 1.271  -0.937
O: -6.062 0.736 -0.346  -0.516
O: 5.228 1.624 -1.153  -0.948
O: -3.109 1.829 -2.009  -0.612
N: -3.499 1.241 0.161  -0.635
N: 4.917 -0.283 0.553  -0.880
N: -1.219 1.407 -0.155  -0.581
C: 2.925 1.380 0.080  -0.364
C: 6.116 -1.371 -1.324  -0.430
C: -5.743 -3.403 -0.317  -0.225
C: -5.918 -0.638 -0.393  0.350
C: 0.821 1.124 1.194  -0.194
C: 2.203 1.123 1.229  -0.169
C: -6.689 -1.352 0.534  -0.081
C: -3.875 1.540 -1.109  0.667
C: 4.351 -2.608 0.006  -0.413
C: 7.261 -1.906 -0.454  -0.413
C: -2.217 1.117 0.695  0.278
C: 2.286 1.650 -1.115  -0.164
C: 0.162 1.385 -0.007  0.162
C: -5.068 -1.304 -1.262  -0.318
C: -5.389 1.506 -1.304  -0.163
C: 6.771 -2.944 0.567  -0.406
C: 4.813 -1.240 -0.534  -0.046
C: -6.588 -2.732 0.553  -0.179
C: -7.586 -0.611 1.475  -0.625
C: 5.496 -3.620 0.076  -0.400
C: -4.985 -2.687 -1.221  -0.195
C: 0.907 1.655 -1.161  -0.242
H: -5.678 -4.480 -0.284  0.216
H: 5.936 -2.045 -2.163  0.204
H: -7.180 -3.290 1.263  0.212
H: -4.241 1.018 0.818  0.446
H: 0.394 1.866 -2.088  0.220
H: -4.460 -0.764 -1.973  0.219
H: -5.608 1.186 -2.330  0.214
H: 3.554 -3.003 -0.625  0.213
H: 8.008 -2.356 -1.110  0.213
H: 7.750 -1.080 0.066  0.204
H: 2.736 0.930 2.146  0.239
H: 6.378 -0.393 -1.730  0.243
H: -5.765 2.528 -1.179  0.231
H: 3.937 -2.449 1.003  0.215
H: 5.676 -4.054 -0.909  0.195
H: -1.544 1.664 -1.095  0.442
H: 4.041 -0.822 -1.189  0.214
H: 5.219 -4.434 0.748  0.213
H: 0.259 0.925 2.090  0.248
H: -8.199 0.103 0.929  0.225
H: 5.725 -0.413 1.141  0.405
H: 7.549 -3.690 0.738  0.215
H: -4.319 -3.196 -1.902  0.217
H: -8.229 -1.299 2.016  0.217
H: 6.560 -2.467 1.527  0.186
H: -6.992 -0.049 2.196  0.223
H: 2.884 1.855 -1.989  0.247


For reference, ΔE to the lowest compared entry with this formula, charge and spin by record: 0.062 6.363 1.968 1.068 3.762 0.287 eV.
For reference, E_tot by record: -610.9531 -419.4146 -429.7435 -585.7888 -799.4124 -2116.1660 Eh.